This record from OMol25 describes a single C4H2 molecule in a non-equilibrium geometry. The level of theory is wB97M-V/def2-TZVPD.

Structure (XYZ):
```
6
Properties=species:S:1:pos:R:3:forces:R:3:lowdin_charge:R:1
C 0.74963 -1.61875 -0.68410 -0.9 1.4 0.8 0.13
C 0.30554 -0.58770 -0.22140 0.4 -0.2 -0.4 -0.15
C -0.21044 0.62633 0.25572 -0.1 -0.8 -0.3 -0.16
C -0.79635 1.60244 0.64437 0.1 0.1 0.3 0.12
H 1.01220 -2.57008 -1.06455 0.2 -0.2 -0.1 0.03
H -1.30251 2.43612 1.09699 0.2 -0.3 -0.3 0.04
```
Positions in Å, forces in eV/Å.

The HOMO energy is -9.9 eV. Its spin multiplicity is 1. The total energy comes out at -153.4789 Ha. The calculation puts the molar mass at 50.060 g/mol.